# 1
# C6H14O

One molecule with the formula C6H14O (wB97M-V/def2-TZVPD, the OMol25 dataset).

Structure (XYZ):
```
21
Properties=species:S:1:pos:R:3:lowdin_charge:R:1
C -1.5904 -0.6691 -1.1832 -0.07
C -1.1681 -0.3130 0.2722 -0.40
C -2.1926 0.4605 1.1349 -0.09
C 0.1417 0.5056 0.3061 -0.16
C 1.3659 -0.2169 -0.2298 -0.47
C 2.6100 0.6587 -0.2597 -0.05
O 1.5812 -1.3516 0.5987 -0.04
H -2.4738 -1.3198 -1.2269 0.07
H -0.8000 -1.2513 -1.6794 0.07
H -1.7937 0.1912 -1.8355 0.08
H -0.9910 -1.2959 0.7274 0.13
H -3.1565 -0.0468 1.2423 0.07
H -2.3818 1.4641 0.7313 0.08
H -1.8145 0.6255 2.1574 0.08
H 0.3786 0.8478 1.3268 0.13
H -0.0186 1.4188 -0.2844 0.13
H 1.1442 -0.5384 -1.2585 0.13
H 2.8793 0.9737 0.7542 0.09
H 2.4464 1.5440 -0.8823 0.08
H 3.4583 0.1037 -0.6816 0.08
H 2.3754 -1.7908 0.2700 0.09
```

2S+1	1
SMILES	CC(C)C[C@@H](C)O
energy above the lowest of the compared OMol25 structures with the same formula, charge and spin	25.0	kJ/mol
maximum force	0.429	eV Å⁻¹
net charge	0
total energy	-8496.633	eV

***

# 2
# CH7ClN2Si2

CH7ClN2Si2 as an isolated structure (wB97M-V/def2-TZVPD, the OMol25 dataset).

Structure (XYZ):
```
13
Properties=species:S:1:pos:R:3:lowdin_charge:R:1
C 0.7578 1.3024 -1.6052 -0.21
N -0.7446 0.0436 0.9213 -0.31
N -0.3362 -1.9573 -0.1939 -0.81
Si -0.7312 -1.6781 1.4783 0.41
Si -0.5241 0.1582 -0.7425 0.61
Cl -0.7644 -3.3120 -1.1485 0.40
H 0.3277 1.7062 -2.5047 0.01
H 1.2143 2.1007 -1.0033 0.03
H 1.4658 0.5764 -1.8920 -0.01
H -1.0653 0.8514 1.4567 0.03
H 0.3905 -1.9940 2.3754 -0.06
H -2.1590 -1.8200 1.7623 -0.04
H -1.6116 0.5379 -1.5637 -0.05
```

2S+1	1
energy above the lowest of the compared OMol25 structures with the same formula, charge and spin	77.2	kJ/mol
maximum force	3.680	eV Å⁻¹
net charge	0
total energy	-32407.655	eV

***

Please write out number 1 again, unchanged.
# C6H14O

One molecule with the formula C6H14O (wB97M-V/def2-TZVPD, the OMol25 dataset).

Structure (XYZ):
```
21
Properties=species:S:1:pos:R:3:lowdin_charge:R:1
C -1.5904 -0.6691 -1.1832 -0.07
C -1.1681 -0.3130 0.2722 -0.40
C -2.1926 0.4605 1.1349 -0.09
C 0.1417 0.5056 0.3061 -0.16
C 1.3659 -0.2169 -0.2298 -0.47
C 2.6100 0.6587 -0.2597 -0.05
O 1.5812 -1.3516 0.5987 -0.04
H -2.4738 -1.3198 -1.2269 0.07
H -0.8000 -1.2513 -1.6794 0.07
H -1.7937 0.1912 -1.8355 0.08
H -0.9910 -1.2959 0.7274 0.13
H -3.1565 -0.0468 1.2423 0.07
H -2.3818 1.4641 0.7313 0.08
H -1.8145 0.6255 2.1574 0.08
H 0.3786 0.8478 1.3268 0.13
H -0.0186 1.4188 -0.2844 0.13
H 1.1442 -0.5384 -1.2585 0.13
H 2.8793 0.9737 0.7542 0.09
H 2.4464 1.5440 -0.8823 0.08
H 3.4583 0.1037 -0.6816 0.08
H 2.3754 -1.7908 0.2700 0.09
```

2S+1	1
SMILES	CC(C)C[C@@H](C)O
energy above the lowest of the compared OMol25 structures with the same formula, charge and spin	25.0	kJ/mol
maximum force	0.429	eV Å⁻¹
net charge	0
total energy	-8496.633	eV

***

- The highest maximum force belongs to which entry?
  CH7ClN2Si2

***

- What is the formula in the second record?
  CH7ClN2Si2